No. 1
{"formula": "C2H8FN4OP3", "method": "ωB97M-V/def2-TZVPD", "relative_energy_ev": 0.000, "lumo_energy_ev": -0.374, "gap_ev": 8.43, "elements": ["H", "N", "H", "P", "H", "H", "C", "H", "N", "P", "H", "N", "H", "N", "O", "C", "H", "F", "P"], "xyz": [[0.1686, 2.4656, -1.0565], [0.1439, -0.1755, -1.3505], [1.2229, -3.5190, -1.3625], [0.2604, -2.9146, 0.6971], [1.9628, -3.5152, 2.1311], [1.9762, -1.8766, 1.8354], [-0.8936, 2.6960, -1.0057], [-1.0379, 3.7597, -1.1860], [1.7848, -2.7940, 1.4457], [0.6673, -1.4645, -2.1027], [-1.4093, 2.1288, -1.7790], [0.8961, -2.6368, -0.9815], [-0.8551, 2.8394, 1.1457], [-0.4303, -1.4517, 1.0658], [-1.4546, 0.9441, 0.6238], [-1.4335, 2.3296, 0.3639], [-2.4848, 2.6272, 0.4561], [1.0836, 0.7110, 0.8179], [-0.1677, -0.1536, 0.2420]], "atomic_forces_ev_per_a": [[0.03, 0.09, -0.15], [-0.28, -0.27, 0.40], [0.07, 0.08, -0.09], [0.45, 0.12, 0.25], [0.01, 0.02, 0.00], [0.12, -0.09, -0.06], [-0.08, -0.07, 0.16], [0.02, 0.07, 0.01], [-0.12, -0.14, 0.36], [0.10, -0.03, 0.49], [0.02, 0.04, -0.05], [-0.45, -0.12, -0.50], [-0.11, -0.08, -0.07], [0.15, 0.69, -1.10], [2.58, -3.46, -0.79], [0.08, 0.74, -0.19], [0.22, 0.04, 0.03], [-1.05, -0.76, -0.47], [-1.76, 3.14, 1.76]]}

***

No. 2
{"formula": "C29H25BCl2F4MoN5O2", "method": "ωB97M-V/def2-TZVPD", "multiplicity": 3, "s_squared": 2.031, "lumo_energy_ev": [-3.486, -4.090], "charge": 1, "gap_ev": [6.86, 6.58], "elements": ["C", "H", "C", "H", "F", "H", "H", "C", "H", "H", "N", "H", "H", "C", "F", "C", "O", "H", "N", "H", "C", "C", "H", "H", "C", "C", "Cl", "H", "C", "F", "C", "C", "C", "H", "N", "H", "C", "C", "C", "O", "H", "H", "H", "F", "C", "H", "C", "C", "C", "B", "Mo", "C", "N", "C", "C", "H", "C", "C", "H", "C", "Cl", "C", "H", "C", "N", "H", "C", "H", "H"], "xyz": [[-2.3037, -3.3378, 0.8128], [-2.1436, 1.9034, 3.8269], [1.9783, 2.3561, 2.6990], [2.8762, 4.8115, 1.9863], [-1.0063, 3.7793, 1.5222], [0.9472, 4.9048, -1.8244], [-4.8891, -1.1706, 0.6220], [-1.3033, 1.4469, 4.3557], [-0.2348, -6.0486, 0.8811], [-1.5980, 0.4415, 4.6523], [0.7407, 2.3725, 3.4555], [-3.0448, 0.4140, 0.5753], [0.4875, 3.2259, 3.9332], [-0.8201, -1.0439, -3.1370], [-2.3531, 3.5057, -0.2817], [-0.1361, 1.3644, 3.4260], [0.0322, 0.3761, 2.6910], [-1.0771, 2.0481, 5.2321], [1.1085, 2.4266, 0.4270], [0.0851, -2.5310, -6.0359], [-0.7028, 0.2777, -2.4096], [-1.4994, -2.1088, -2.5620], [1.7796, 0.4443, -3.0544], [-1.6191, 0.4814, -1.8457], [2.0280, 5.0322, 0.0313], [3.5015, -0.1634, 0.8867], [2.1069, -4.4355, 0.7556], [2.3981, 6.0334, -0.1258], [1.6235, 0.3497, -1.9862], [-2.9468, 2.6662, 1.7644], [-1.0049, -3.4872, -4.4624], [0.8090, 3.1127, -0.6796], [0.4464, -4.0204, 0.8186], [0.2568, -0.3823, -4.8707], [0.4167, 0.2592, -1.4711], [-4.4373, -3.6240, 0.7695], [1.2418, 4.4048, -0.9174], [-3.6386, -2.8995, 0.7531], [-3.8796, -1.5477, 0.6740], [0.8876, -1.6594, 0.7407], [5.6000, -0.4161, 0.2645], [-2.1175, -4.1419, -2.7554], [2.7571, 2.8460, 3.2881], [-1.2515, 1.6670, 0.5677], [-1.8749, -4.6860, 0.8676], [3.5133, -0.3667, 1.9443], [1.8168, 3.0538, 1.3720], [-0.3460, -2.4227, -5.0527], [-1.5858, -3.3248, -3.2159], [-1.9793, 3.0523, 0.9169], [0.3258, 0.2133, 0.5553], [-0.5344, -5.0118, 0.8603], [2.3676, 0.1339, 0.2356], [0.0801, -2.6668, 0.7930], [-0.2449, -1.2110, -4.3916], [-1.9994, -1.9786, -1.6156], [2.3001, 4.3455, 1.2028], [4.0833, 0.0833, -1.2541], [0.1683, 2.6261, -1.3994], [-1.2983, -2.3412, 0.7779], [-3.0573, -5.9329, 0.9227], [2.6988, 0.2527, -1.1009], [4.6320, 0.1372, -2.1725], [4.5835, -0.1935, 0.0092], [-1.5399, -1.0095, 0.6870], [-1.0796, -4.4320, -4.9783], [-2.8174, -0.6386, 0.6448], [-0.5576, 1.0769, -3.1472], [2.2443, 1.3067, 2.5426]], "atomic_forces_ev_per_a": [[0.29, 0.26, -0.01], [0.04, -0.02, -0.05], [0.10, -0.15, -0.26], [0.05, -0.02, 0.13], [0.41, 0.48, 0.39], [-0.03, 0.02, -0.13], [-0.02, 0.08, 0.01], [-0.15, -0.04, -0.11], [0.01, -0.06, 0.01], [0.06, 0.04, -0.01], [-0.13, -0.25, 0.05], [0.19, 0.08, 0.02], [-0.05, -0.18, 0.06], [-0.09, 0.14, -0.05], [-0.34, 0.24, -0.78], [0.10, 0.89, 0.70], [0.23, -0.54, -0.52], [0.01, 0.00, 0.04], [0.09, -0.11, -0.09], [0.06, -0.03, -0.09], [-0.53, -0.23, -0.27], [-0.05, 0.04, -0.08], [-0.09, 0.00, -0.07], [0.13, 0.08, -0.14], [-0.10, -0.24, 0.02], [-0.15, -0.01, 0.27], [0.13, -0.04, 0.04], [0.02, 0.09, 0.01], [0.04, -0.37, 0.43], [-0.85, -0.33, 0.44], [0.01, 0.00, -0.01], [-0.05, 0.20, -0.20], [-0.09, 1.41, -0.07], [0.06, 0.11, -0.07], [0.56, 0.20, -1.06], [-0.12, -0.01, -0.01], [0.03, -0.11, 0.13], [0.21, 0.32, 0.04], [0.00, -0.40, 0.02], [1.02, 0.28, 0.14], [0.19, 0.00, 0.10], [-0.09, -0.13, 0.06], [-0.10, -0.14, -0.07], [0.17, -0.98, -0.22], [0.55, -0.01, -0.03], [-0.05, -0.03, 0.10], [0.18, 0.21, 0.22], [0.09, -0.04, -0.09], [0.01, -0.04, 0.04], [0.54, -0.13, 0.12], [-0.66, 1.56, 1.31], [-0.78, -0.02, 0.03], [0.53, -0.03, -0.23], [-1.15, -1.62, -0.01], [-0.09, 0.05, 0.14], [-0.05, 0.02, 0.08], [-0.09, -0.21, -0.14], [-0.35, 0.02, 0.00], [0.03, 0.02, 0.05], [0.41, -0.93, 0.13], [-0.14, -0.23, 0.00], [0.37, 0.21, -0.22], [0.10, -0.03, -0.24], [-0.10, 0.06, -0.08], [-0.64, 0.11, -0.17], [-0.01, -0.08, -0.05], [0.13, 0.27, -0.05], [-0.07, 0.00, 0.19], [0.08, 0.28, 0.13]]}

***

No. 3
{"formula": "CH2N2O2S", "method": "ωB97M-V/def2-TZVPD", "relative_energy_ev": 6.903, "lumo_energy_ev": -0.291, "gap_ev": 8.92, "elements": ["O", "H", "N", "N", "H", "C", "S", "O"], "xyz": [[0.2964, 0.2834, -1.1655], [-0.8574, -1.6331, -0.2223], [-1.0984, 0.0332, 0.8112], [-0.6094, -1.2928, 0.6823], [-1.9502, 0.2337, 0.2676], [0.1262, 0.1229, 0.1420], [1.7959, 0.4739, -0.4093], [2.2970, 1.7787, -0.1060]], "atomic_forces_ev_per_a": [[-0.27, 0.82, -2.48], [-0.50, -0.48, -1.05], [-0.43, 2.46, 0.49], [2.83, 0.73, -0.07], [0.72, 0.25, 0.00], [-2.10, -3.63, 1.84], [-0.08, -0.90, 1.58], [-0.16, 0.74, -0.34]]}

***

No. 4
{"formula": "C5H5ClFN", "method": "ωB97M-V/def2-TZVPD", "relative_energy_ev": 0.694, "lumo_energy_ev": 0.547, "gap_ev": 10.45, "elements": ["H", "Cl", "H", "C", "C", "H", "C", "F", "N", "H", "H", "C", "C"], "xyz": [[-2.2306, -0.1527, 0.4549], [2.0879, -1.3733, -0.1107], [-0.5983, 0.4495, 2.4052], [0.3955, 0.3183, -1.2196], [-0.8027, -0.1644, -1.0018], [-1.1914, -1.6649, 0.5542], [1.4011, 0.3804, -0.0519], [2.3538, 1.2920, -0.3148], [0.8240, 0.5632, 1.2203], [-1.5279, -0.0741, -1.6853], [0.8682, 0.7526, -2.0581], [-1.2587, -0.5078, 0.3995], [-0.3209, 0.1812, 1.4080]], "atomic_forces_ev_per_a": [[-2.01, 0.31, 0.75], [0.43, 0.90, 0.34], [-1.24, -0.37, 0.62], [1.64, 0.49, 1.89], [1.74, 0.45, 2.58], [-0.34, 1.99, -0.08], [-1.42, -1.87, -1.57], [0.08, -0.34, 0.37], [3.90, 1.31, -0.94], [-2.51, -0.14, -2.75], [-0.28, 0.16, -1.33], [3.21, -1.79, -0.14], [-3.22, -1.09, 0.26]]}

***

No. 5
{"formula": "C2H4N2OS2", "method": "ωB97M-V/def2-TZVPD", "relative_energy_ev": 7.956, "lumo_energy_ev": -0.540, "gap_ev": 8.02, "elements": ["N", "H", "N", "O", "S", "C", "C", "H", "H", "S", "H"], "xyz": [[-0.9520, -0.3190, -0.0027], [-2.8058, -1.9973, -0.3081], [1.6344, 1.0293, 0.2402], [0.4287, 1.8373, -0.0023], [2.9719, -1.0927, -0.2788], [-2.2422, -0.8411, -0.5371], [1.6723, -0.3931, 0.2073], [-0.4572, 1.5569, 0.9704], [2.6159, 1.4842, 0.0981], [0.1040, -1.2883, 0.6196], [-2.9702, 0.0238, -1.0066]], "atomic_forces_ev_per_a": [[-9.27, -1.47, -4.39], [2.27, 3.53, -0.69], [-0.05, -0.51, 0.19], [-0.97, -1.80, 4.35], [2.68, -2.01, -0.36], [2.37, 1.77, 2.39], [-3.48, 4.08, 0.12], [4.12, 1.05, -4.12], [-2.82, -0.66, 0.04], [3.00, -1.60, 1.06], [2.16, -2.37, 1.41]]}

***

No. 6
{"formula": "C21H15BeF3N6O6S2", "method": "ωB97M-V/def2-TZVPD", "lumo_energy_ev": -1.229, "gap_ev": 6.86, "elements": ["C", "C", "N", "C", "C", "N", "C", "H", "H", "C", "H", "C", "O", "N", "H", "O", "C", "H", "N", "N", "N", "C", "H", "H", "H", "H", "S", "F", "F", "C", "H", "C", "O", "C", "H", "H", "C", "C", "Be", "C", "O", "H", "F", "H", "H", "C", "O", "S", "C", "O", "C", "C", "C", "C"], "xyz": [[6.2011, 1.5481, -0.3371], [-1.6685, 1.0179, -1.5942], [5.8726, -2.0949, -0.9849], [0.3024, 1.6231, 2.5853], [-0.0972, 2.5493, 3.5356], [7.2531, 2.5471, -0.2393], [-2.7753, -4.2955, 1.1867], [-2.4949, 0.8322, 1.1489], [-0.7737, 4.6894, -2.0793], [3.8765, 0.9547, -0.2193], [-3.3999, 2.4534, 2.7898], [-0.3780, 2.8484, -1.0627], [7.0429, -2.3841, -1.0725], [-1.4592, -2.0290, 0.1805], [7.5892, -0.0454, -0.7351], [6.9301, 3.6840, 0.0141], [2.4365, 1.3178, 0.0749], [-3.5120, -3.6859, 1.7012], [-1.1662, -0.8504, -0.3208], [-0.5417, 1.0679, 1.7295], [-0.6804, 1.5765, -0.8808], [-1.9376, 3.9237, 4.5624], [4.6241, 2.9453, 0.0763], [0.6261, 3.0169, 4.1845], [3.4389, -1.1206, -0.5519], [-2.7403, -4.0500, 0.1315], [0.7028, -1.6926, 1.7130], [-2.2377, 3.3919, 5.7576], [-1.0383, 4.8874, 4.7844], [-0.6691, -2.4686, 1.1458], [-2.6231, 3.6897, -3.4360], [-1.9258, -0.3423, -1.2446], [8.3882, 2.1702, -0.4155], [5.5397, -0.7106, -0.6932], [1.3335, 1.3296, 2.4974], [-2.9753, -5.3515, 1.3385], [-1.4424, 2.8787, 3.5963], [-1.0465, 3.6512, -1.9744], [0.0965, 0.2298, 0.2558], [4.8767, 1.9181, -0.1437], [1.5931, 0.3918, -0.1693], [0.4265, 3.2286, -0.4508], [-3.0518, 4.5231, 4.1195], [-3.1826, 1.2854, -3.0999], [-2.7586, -0.8951, -1.6615], [-2.3430, 2.2374, 2.7530], [2.1703, 2.4141, 0.5441], [-1.1313, -3.9691, 1.8951], [-2.3939, 1.7583, -2.5360], [4.9505, -2.8628, -1.1254], [-1.8361, 1.3431, 1.8323], [6.5527, 0.2319, -0.6052], [-2.0741, 3.0893, -2.7243], [4.2090, -0.3645, -0.5007]], "atomic_forces_ev_per_a": [[-0.90, -0.83, -0.07], [0.01, 1.24, -0.59], [0.00, -0.18, -0.05], [0.24, 0.17, 0.41], [-0.31, -0.01, -0.07], [0.17, 0.09, 0.01], [0.48, 0.18, 0.08], [-0.08, -0.03, -0.16], [0.03, 0.05, -0.02], [0.13, -0.15, -0.01], [-0.02, -0.01, -0.01], [0.11, 0.49, -0.08], [0.44, -0.10, -0.03], [-1.08, -1.00, -0.35], [-0.07, -0.01, -0.02], [-0.16, 0.37, 0.07], [0.40, 0.09, -0.11], [-0.11, -0.02, -0.07], [0.12, 0.99, -0.43], [0.08, -0.05, -0.22], [-0.15, -0.42, -0.24], [-0.18, 0.15, 0.32], [-0.02, -0.01, 0.03], [0.06, 0.01, 0.02], [-0.02, 0.02, 0.00], [-0.15, -0.08, -0.03], [0.25, -0.24, 0.14], [0.03, -0.22, 0.05], [0.26, -0.01, -0.12], [0.18, 0.28, 0.15], [-0.02, 0.00, -0.05], [-0.05, -1.17, 0.46], [0.44, -0.07, -0.06], [-0.26, 1.15, 0.25], [0.10, 0.01, 0.01], [-0.03, -0.06, 0.03], [0.06, -0.03, -0.16], [-0.22, -0.15, -0.08], [-0.17, 0.35, 0.59], [0.06, 0.09, 0.03], [0.27, -0.43, -0.29], [0.09, 0.04, 0.05], [-0.11, -0.03, -0.19], [-0.09, -0.06, -0.04], [0.01, -0.11, 0.04], [0.24, 0.06, 0.11], [0.14, 0.48, 0.12], [-0.13, -0.18, 0.02], [0.20, -0.41, 0.26], [-0.25, -0.33, -0.06], [-0.44, 0.13, 0.22], [0.11, -0.04, -0.02], [0.21, 0.13, 0.19], [0.09, -0.12, -0.04]]}

***

No. 7
{"formula": "H9O4S", "method": "ωB97M-V/def2-TZVPD", "relative_energy_ev": 1.243, "lumo_energy_ev": 3.490, "charge": -1, "gap_ev": 6.95, "elements": ["H", "H", "H", "O", "O", "S", "O", "H", "H", "H", "H", "H", "O", "H"], "xyz": [[-2.2582, 1.9911, -1.9468], [-0.5602, -2.5315, 2.1648], [2.7818, 1.6441, 0.0124], [2.5719, 0.7585, -0.3186], [1.0967, -0.9993, -2.1954], [-0.3932, 0.8222, 1.3951], [-0.8960, -1.9352, 2.8384], [1.0767, -1.9351, -2.4003], [1.6662, 0.7257, 0.0491], [-0.4894, -1.0754, 2.5796], [-2.8050, 0.9015, -1.0699], [-0.7039, 0.7233, 2.6890], [-3.0946, 1.6085, -1.6662], [2.0073, -0.6985, -2.1312]], "atomic_forces_ev_per_a": [[0.03, 0.07, 0.05], [-0.03, 0.02, -0.08], [0.41, -0.21, -0.22], [-0.27, 0.76, 0.23], [-0.46, 0.20, -0.24], [0.11, 0.18, -0.46], [0.29, -0.11, 0.32], [0.32, -0.03, 0.04], [-0.16, -0.68, 0.09], [-0.37, -0.31, -0.24], [-0.05, 0.22, 0.11], [0.00, 0.29, 0.21], [0.09, -0.28, -0.04], [0.09, -0.11, 0.24]]}

***

No. 8
{"formula": "C2H2F2S2", "method": "ωB97M-V/def2-TZVPD", "relative_energy_ev": 1.103, "lumo_energy_ev": -0.416, "gap_ev": 9.18, "elements": ["F", "F", "C", "S", "H", "C", "H", "S"], "xyz": [[-1.3780, -0.6908, -1.4449], [0.8448, -1.8754, 0.0338], [1.5453, -0.8234, 0.4249], [1.5671, 0.5594, -0.3748], [2.0921, -1.0326, 1.3418], [-2.0568, 0.2250, -0.7741], [-1.9800, 1.2046, -1.2436], [-2.8679, -0.1015, 0.5639]], "atomic_forces_ev_per_a": [[0.00, -0.01, -0.23], [-0.02, -0.18, 0.08], [0.07, 0.56, -0.25], [0.06, -0.26, 0.24], [-0.06, -0.09, -0.02], [-0.30, -0.01, 0.57], [0.07, -0.13, -0.07], [0.18, 0.12, -0.31]]}

***

| no. | total energy (eV) |
| --- | --- |
| 1 | -40799.0881 |
| 2 | -80475.4357 |
| 3 | -18974.4255 |
| 4 | -21994.4980 |
| 5 | -28829.1269 |
| 6 | -73469.3958 |
| 7 | -19172.8674 |
| 8 | -29210.1470 |